ORCA calculation (ωB97M-V with the def2-TZVPD basis set) on a structure of composition C27H24ClF10N4S2V.

The value obtained for the HOMO energy (spin up / spin down) is -1.6 / -1.6 eV. The orbital gap (spin up / spin down) comes out at 6.1 / 6.1 eV. As for the molar mass: 745.03 g mol⁻¹. Its energy is -4461.479929 hartree. As for the LUMO energy (spin up / spin down): 4.49 / 4.49 eV. Its maximum force is 0.0337 hartree/bohr. As for the multiplicity: 3. Its expectation value of S² is 2.03. As for the net charge: -2. The energy above the lowest of the compared OMol25 structures with the same formula, charge and spin comes out at 0.3754 eV.

CARTESIAN COORDINATES (ANGSTROEM)
V1 2.01 0.16 0.71
C1 -2.85 -0.70 -0.49
N1 -1.74 -0.13 0.23
C2 -2.05 1.21 0.73
C3 -2.41 2.23 -0.34
N2 -1.25 2.56 -1.14
C4 -1.41 3.14 -2.31
C5 -0.23 3.50 -3.06
F1 0.97 3.31 -2.46
C6 -0.22 4.04 -4.32
F2 0.95 4.30 -4.93
C7 -1.41 4.33 -4.98
F3 -1.41 4.83 -6.24
C8 -2.58 4.07 -4.30
F4 -3.76 4.36 -4.89
C9 -2.59 3.53 -3.03
F5 -3.82 3.39 -2.46
C10 -1.31 -0.99 1.32
C11 -0.66 -2.31 0.91
N3 0.58 -2.17 0.17
C12 0.94 -3.23 -0.55
C13 2.00 -3.16 -1.51
F6 2.65 -2.00 -1.67
C14 2.40 -4.19 -2.33
F7 3.39 -3.97 -3.22
C15 1.81 -5.44 -2.28
F8 2.19 -6.44 -3.11
C16 0.80 -5.60 -1.35
F9 0.21 -6.80 -1.23
C17 0.39 -4.56 -0.53
F10 -0.51 -4.94 0.42
H1 -3.75 -0.80 0.14
H2 -2.58 -1.69 -0.86
H3 -3.10 -0.09 -1.36
H4 -1.16 1.57 1.26
H5 -2.87 1.15 1.47
H6 -2.79 3.11 0.20
H7 -3.26 1.86 -0.92
H8 -2.18 -1.24 1.96
H9 -0.61 -0.43 1.94
H10 -1.41 -2.86 0.32
H11 -0.54 -2.89 1.83
C18 2.46 -3.35 3.53
C19 2.74 -2.13 2.69
S1 1.65 -0.75 2.87
C20 3.79 -2.11 1.85
C21 4.70 -3.30 1.71
S2 4.15 -0.70 0.85
H12 1.61 -3.17 4.20
H13 3.32 -3.64 4.14
H14 2.20 -4.21 2.90
H15 5.13 -3.60 2.67
H16 5.52 -3.08 1.02
H17 4.16 -4.17 1.31
C22 2.48 2.09 1.33
H18 1.57 2.71 1.27
H19 3.23 2.56 0.68
H20 2.85 2.08 2.35
Cl1 -1.16 -0.02 -3.85
C23 0.41 0.31 -3.20
C24 1.46 0.64 -4.03
C25 2.69 0.92 -3.46
C26 2.82 0.85 -2.09
N4 1.79 0.52 -1.30
C27 0.59 0.27 -1.83
H21 1.31 0.67 -5.10
H22 3.54 1.19 -4.07
H23 3.76 1.06 -1.60
H24 -0.23 0.02 -1.16


ORCA calculation (ωB97M-V with the def2-TZVPD basis set) on a structure of composition C27H24CrN7.

The value obtained for the HOMO energy (spin up / spin down) is -14.5 / -14.5 eV. The orbital gap (spin up / spin down) comes out at 6.8 / 6.8 eV. As for the molar mass: 498.53 g mol⁻¹. Its energy is -2470.471771 hartree. As for the LUMO energy (spin up / spin down): -7.73 / -7.68 eV. Its maximum force is 0.0282 hartree/bohr. As for the multiplicity: 2. Its expectation value of S² is 0.77. As for the net charge: +2. The energy above the lowest of the compared OMol25 structures with the same formula, charge and spin comes out at 0.2720 eV.

CARTESIAN COORDINATES (ANGSTROEM)
Cr1 -0.14 1.02 0.41
C1 -3.14 1.82 -2.60
C2 -2.17 2.02 -1.64
N1 -1.51 0.99 -1.09
C3 -1.78 -0.25 -1.57
C4 -2.79 -0.43 -2.51
N2 -3.47 0.59 -3.01
C5 -0.90 -1.30 -1.04
C6 -0.98 -2.65 -1.30
C7 -0.06 -3.54 -0.72
C8 0.89 -2.98 0.16
C9 0.91 -1.62 0.38
N3 0.05 -0.79 -0.23
C10 1.83 -0.88 1.27
C11 2.90 -1.43 1.96
N4 3.73 -0.68 2.66
C12 3.53 0.64 2.66
C13 2.45 1.20 2.01
N5 1.57 0.45 1.34
C14 -0.09 -4.99 -1.00
C15 -0.99 -5.53 -1.92
C16 -0.98 -6.89 -2.15
N6 -0.14 -7.72 -1.55
C17 0.73 -7.22 -0.68
C18 0.79 -5.87 -0.37
H1 -3.67 2.65 -3.06
H2 -1.89 3.01 -1.31
H3 -3.06 -1.41 -2.88
H4 -1.75 -3.02 -1.96
H5 1.61 -3.60 0.66
H6 3.10 -2.49 1.96
H7 4.25 1.25 3.20
H8 2.29 2.27 2.00
H9 -1.71 -4.93 -2.46
H10 -1.67 -7.34 -2.86
H11 1.40 -7.93 -0.21
H12 1.53 -5.55 0.35
C19 -2.47 2.37 1.72
N7 -1.00 2.43 1.80
C20 -0.63 2.05 3.18
C21 -0.51 3.81 1.49
C22 0.43 3.82 0.31
C23 0.97 5.03 -0.11
C24 1.83 5.08 -1.19
C25 2.17 3.91 -1.86
C26 1.63 2.70 -1.45
C27 0.76 2.64 -0.37
H13 -2.93 2.99 2.49
H14 -2.81 1.34 1.87
H15 -2.82 2.72 0.75
H16 -1.14 2.68 3.91
H17 0.44 2.16 3.34
H18 -0.91 1.01 3.37
H19 -0.01 4.23 2.36
H20 -1.36 4.46 1.28
H21 0.70 5.94 0.42
H22 2.25 6.03 -1.50
H23 2.84 3.93 -2.71
H24 1.90 1.79 -1.98


ORCA calculation (ωB97M-V with the def2-TZVPD basis set) on a structure of composition C27H24F3IrN3O3P.

The value obtained for the HOMO energy (spin up / spin down) is -17.5 / -17.5 eV. The orbital gap (spin up / spin down) comes out at 7.5 / 6.7 eV. As for the molar mass: 718.69 g mol⁻¹. Its energy is -2177.595906 hartree. As for the LUMO energy (spin up / spin down): -9.96 / -10.79 eV. Its maximum force is 0.0139 hartree/bohr. As for the multiplicity: 2. Its expectation value of S² is 0.75. As for the net charge: +3. The energy above the lowest of the compared OMol25 structures with the same formula, charge and spin comes out at 0.0000 eV.

CARTESIAN COORDINATES (ANGSTROEM)
Ir1 0.20 0.61 -0.24
O1 -1.35 -1.70 2.76
C1 -1.32 -2.36 1.85
C2 -1.36 -3.28 0.81
C3 -1.85 -4.54 1.22
C4 -1.99 -5.53 0.27
C5 -1.64 -5.26 -1.04
C6 -1.15 -4.01 -1.43
C7 -0.99 -2.97 -0.53
P1 -0.32 -1.40 -1.25
C8 -1.68 -0.91 -2.33
C9 -2.00 -1.47 -3.57
C10 -3.10 -1.02 -4.28
C11 -3.91 -0.02 -3.76
C12 -3.62 0.54 -2.52
C13 -2.52 0.09 -1.81
C14 1.12 -2.01 -2.13
C15 1.30 -1.87 -3.51
C16 2.46 -2.33 -4.10
C17 3.46 -2.91 -3.33
C18 3.30 -3.03 -1.95
C19 2.14 -2.58 -1.36
H1 -2.09 -4.72 2.25
H2 -2.39 -6.50 0.55
H3 -1.74 -6.03 -1.79
H4 -0.87 -3.86 -2.46
H5 -1.40 -2.27 -3.99
H6 -3.32 -1.45 -5.25
H7 -4.79 0.29 -4.30
H8 -4.26 1.31 -2.11
H9 -2.33 0.50 -0.82
H10 0.54 -1.39 -4.12
H11 2.59 -2.24 -5.17
H12 4.37 -3.26 -3.80
H13 4.08 -3.49 -1.35
H14 2.02 -2.69 -0.28
C20 -0.65 0.64 4.58
O2 -0.10 1.71 3.75
C21 0.04 1.55 2.48
O3 -0.26 0.52 1.83
N1 0.54 2.65 1.87
N2 0.74 2.59 0.48
H15 -0.73 1.08 5.56
H16 0.05 -0.19 4.59
H17 -1.62 0.36 4.20
H18 0.78 3.48 2.39
H19 1.72 2.78 0.27
H20 0.18 3.30 0.02
F1 2.65 1.06 -6.57
C22 2.37 2.22 -5.96
F2 3.48 2.93 -5.88
F3 1.47 2.87 -6.68
C23 1.84 1.92 -4.56
C24 0.54 2.24 -4.19
C25 0.10 1.88 -2.94
N3 0.89 1.23 -2.06
C26 2.16 0.94 -2.42
C27 2.67 1.28 -3.65
H21 -0.12 2.77 -4.87
H22 -0.90 2.12 -2.61
H23 2.77 0.44 -1.68
H24 3.70 1.05 -3.90


ORCA calculation (ωB97M-V with the def2-TZVPD basis set) on a structure of composition C27H24N4.

The value obtained for the HOMO energy is -7.7 eV. The orbital gap comes out at 7.4 eV. As for the molar mass: 404.52 g mol⁻¹. Its energy is -1262.188391 hartree. As for the LUMO energy: -0.34 eV. Its maximum force is 0.1079 hartree/bohr. The energy above the lowest of the compared OMol25 structures with the same formula, charge and spin comes out at 2.0540 eV.

CARTESIAN COORDINATES (ANGSTROEM)
C1 -0.25 -0.19 2.12
C2 -1.29 0.75 1.81
N1 -2.20 1.51 1.68
C3 0.85 0.45 2.90
C4 1.73 -0.38 3.65
C5 2.93 0.11 4.17
C6 3.25 1.47 4.06
C7 2.34 2.33 3.42
C8 1.15 1.84 2.86
C9 -0.82 -1.30 2.85
N2 -1.33 -2.09 3.59
H1 1.49 -1.43 3.80
H2 3.65 -0.58 4.63
H3 4.21 1.85 4.45
H4 2.61 3.39 3.32
H5 0.46 2.55 2.39
C10 3.27 4.14 -2.29
N3 2.46 3.10 -2.90
C11 2.16 3.31 -4.31
C12 1.86 2.07 -2.15
C13 0.50 2.18 -1.77
C14 -0.09 1.17 -1.00
C15 0.64 0.06 -0.54
C16 -0.09 -0.96 0.26
C17 -1.31 -1.48 -0.26
C18 -1.92 -2.75 0.16
C19 -1.57 -3.76 1.03
C20 -2.51 -4.75 1.36
C21 -3.76 -4.79 0.73
C22 -4.09 -3.87 -0.26
C23 -3.13 -2.90 -0.56
N4 -3.24 -1.82 -1.46
C24 -4.36 -1.57 -2.39
C25 -2.14 -1.01 -1.32
C26 1.98 -0.05 -0.93
C27 2.58 0.93 -1.72
H6 3.39 3.93 -1.22
H7 4.27 4.18 -2.76
H8 2.81 5.13 -2.42
H9 1.53 2.49 -4.68
H10 1.64 4.27 -4.48
H11 3.10 3.34 -4.90
H12 -0.07 3.08 -2.05
H13 -1.17 1.25 -0.81
H14 0.55 -1.70 0.76
H15 -0.57 -3.75 1.47
H16 -2.26 -5.47 2.14
H17 -4.47 -5.55 1.03
H18 -5.07 -3.86 -0.75
H19 -5.16 -2.29 -2.19
H20 -4.77 -0.55 -2.28
H21 -4.04 -1.70 -3.45
H22 -1.91 -0.22 -2.05
H23 2.55 -0.95 -0.72
H24 3.62 0.86 -2.04


ORCA calculation (ωB97M-V with the def2-TZVPD basis set) on a cluster of 4 separate species, C27H24N4O5S in total.

The value obtained for the HOMO energy is -9.3 eV. The orbital gap comes out at 9.0 eV. As for the molar mass: 516.58 g mol⁻¹. Its SMILES is CC(=O)OC(=O)CN1C(=O)c2cccc(S)c2C1=O.c1ccncc1.c1ccncc1.c1ccncc1. Its energy is -2036.674124 hartree. As for the LUMO energy: -0.29 eV. Its maximum force is 0.0507 hartree/bohr. The energy above the lowest of the compared OMol25 structures with the same formula, charge and spin comes out at 2.2741 eV.

CARTESIAN COORDINATES (ANGSTROEM)
C1 -6.57 -1.85 0.18
C2 -5.38 -2.48 0.85
O1 -5.53 -3.11 1.86
O2 -4.07 -2.42 0.32
C3 -3.50 -1.17 0.37
O3 -4.03 -0.22 -0.15
C4 -2.16 -0.96 1.06
N1 -2.07 -1.56 2.39
C5 -3.07 -1.26 3.33
O4 -4.12 -0.68 3.20
C6 -2.49 -1.76 4.65
C7 -3.07 -2.21 5.78
C8 -2.21 -2.59 6.80
C9 -0.85 -2.47 6.65
C10 -0.26 -2.00 5.49
S1 1.51 -1.85 5.32
C11 -1.10 -1.67 4.47
C12 -0.86 -1.16 3.05
O5 0.07 -0.59 2.57
H1 -7.26 -1.46 0.93
H2 -6.31 -1.01 -0.48
H3 -7.14 -2.56 -0.43
H4 -1.92 0.10 1.02
H5 -1.41 -1.45 0.43
H6 -4.15 -2.28 5.85
H7 -2.61 -3.00 7.73
H8 -0.20 -2.75 7.47
H9 1.70 -0.60 5.80
C13 -2.72 1.62 -2.63
C14 -1.47 2.00 -2.18
C15 -0.70 2.81 -3.00
N2 -1.09 3.24 -4.20
C16 -2.30 2.86 -4.61
C17 -3.15 2.06 -3.87
H10 -3.35 0.99 -2.01
H11 -1.09 1.68 -1.22
H12 0.29 3.13 -2.69
H13 -2.60 3.23 -5.59
H14 -4.13 1.78 -4.25
C18 4.63 3.54 -0.24
C19 3.55 2.99 0.45
C20 2.48 2.51 -0.29
N3 2.42 2.54 -1.62
C21 3.46 3.07 -2.26
C22 4.58 3.58 -1.62
H15 5.48 3.93 0.30
H16 3.55 2.94 1.53
H17 1.62 2.07 0.21
H18 3.39 3.09 -3.34
H19 5.40 4.00 -2.19
C23 5.08 -1.80 -4.62
C24 6.28 -2.15 -4.03
C25 6.76 -1.35 -3.01
N4 6.14 -0.26 -2.56
C26 4.98 0.05 -3.14
C27 4.41 -0.68 -4.17
H20 4.67 -2.40 -5.43
H21 6.84 -3.02 -4.36
H22 7.70 -1.58 -2.51
H23 4.50 0.94 -2.76
H24 3.47 -0.38 -4.60


ORCA calculation (ωB97M-V with the def2-TZVPD basis set) on a structure of composition C27H25BClF4IrN4O7P.

The value obtained for the HOMO energy (spin up / spin down) is -14.8 / -14.8 eV. The orbital gap (spin up / spin down) comes out at 4.9 / 4.6 eV. As for the molar mass: 862.97 g mol⁻¹. Its energy is -3119.407396 hartree. As for the LUMO energy (spin up / spin down): -9.91 / -10.26 eV. Its maximum force is 0.1266 hartree/bohr. As for the multiplicity: 2. Its expectation value of S² is 0.77. As for the net charge: +2. The energy above the lowest of the compared OMol25 structures with the same formula, charge and spin comes out at 4.5473 eV.

CARTESIAN COORDINATES (ANGSTROEM)
Ir1 -0.16 -0.07 -0.69
O1 -3.32 -4.15 2.51
C1 -2.07 -4.52 2.46
O2 -1.63 -5.47 3.06
C2 -1.12 -3.71 1.62
C3 0.24 -4.02 1.47
Cl1 1.06 -5.28 2.23
N1 0.80 -3.09 0.64
N2 -0.15 -2.22 0.26
C4 -1.29 -2.55 0.84
C5 -2.45 -1.62 0.66
O3 -3.53 -1.92 1.14
O4 -2.18 -0.54 0.02
C6 2.14 -2.92 0.20
C7 2.52 -1.68 -0.27
C8 3.80 -1.44 -0.74
C9 4.73 -2.47 -0.72
C10 4.36 -3.72 -0.25
C11 3.08 -3.95 0.21
H1 -3.56 -3.34 2.00
H2 1.80 -0.86 -0.26
H3 4.06 -0.47 -1.12
H4 5.74 -2.29 -1.09
H5 5.08 -4.53 -0.26
H6 2.81 -4.93 0.56
O5 -0.72 7.22 1.59
C12 -1.10 6.98 0.34
O6 -1.42 7.86 -0.40
C13 -1.12 5.55 -0.15
C14 -0.70 4.46 0.61
C15 -0.76 3.18 0.09
C16 -1.24 2.97 -1.21
C17 -1.62 4.08 -1.99
C18 -1.57 5.34 -1.45
N3 -1.27 1.66 -1.70
C19 -1.82 1.32 -2.80
C20 -1.74 -0.02 -3.29
C21 -2.23 -0.36 -4.54
C22 -2.18 -1.69 -4.95
C23 -1.63 -2.63 -4.09
C24 -1.12 -2.21 -2.87
N4 -1.19 -0.94 -2.49
H7 -0.47 6.44 2.10
H8 -0.30 4.57 1.61
H9 -0.43 2.33 0.67
H10 -1.95 3.96 -3.01
H11 -1.88 6.20 -2.04
H12 -2.37 2.03 -3.41
H13 -2.65 0.40 -5.18
H14 -2.56 -1.98 -5.92
H15 -1.59 -3.67 -4.36
H16 -0.66 -2.91 -2.19
F1 1.17 2.66 -2.78
B1 1.84 1.58 -2.31
F2 3.13 1.45 -2.61
F3 1.10 0.36 -2.69
F4 1.62 1.49 -0.86
C25 -0.80 -0.57 3.79
P1 0.51 0.31 2.92
C26 2.07 -0.56 3.17
C27 0.66 1.96 3.63
O7 0.19 0.43 1.44
H17 -0.59 -0.63 4.86
H18 -0.91 -1.57 3.39
H19 -1.74 -0.03 3.64
H20 2.32 -0.62 4.23
H21 2.86 -0.02 2.64
H22 2.01 -1.57 2.77
H23 0.97 1.91 4.67
H24 -0.30 2.47 3.56
H25 1.41 2.52 3.06


ORCA calculation (ωB97M-V with the def2-TZVPD basis set) on a structure of composition C27H25BF3N8PRu.

The value obtained for the HOMO energy (spin up / spin down) is -11.7 / -11.6 eV. The orbital gap (spin up / spin down) comes out at 7.7 / 7.8 eV. As for the molar mass: 661.40 g mol⁻¹. Its energy is -2242.483115 hartree. As for the LUMO energy (spin up / spin down): -3.99 / -3.81 eV. Its maximum force is 0.0689 hartree/bohr. As for the multiplicity: 2. Its expectation value of S² is 0.76. As for the net charge: +1.

CARTESIAN COORDINATES (ANGSTROEM)
Ru1 -1.35 -0.48 -0.92
C1 2.32 -2.97 -0.09
C2 1.46 -2.45 -1.05
N1 0.34 -2.06 -0.47
N2 0.42 -2.32 0.84
C3 1.62 -2.87 1.09
B1 -0.81 -2.32 1.76
N3 -1.32 -0.91 2.15
C4 -1.55 -0.49 3.40
C5 -2.35 0.64 3.35
C6 -2.57 0.84 1.99
N4 -1.94 -0.10 1.29
N5 -1.93 -2.96 0.93
C7 -2.61 -4.09 1.15
C8 -3.45 -4.32 0.07
C9 -3.22 -3.25 -0.78
N6 -2.31 -2.45 -0.24
H1 3.30 -3.37 -0.25
H2 1.60 -2.36 -2.11
H3 1.89 -3.18 2.08
H4 -0.59 -2.95 2.74
H5 -1.15 -1.01 4.25
H6 -2.72 1.23 4.16
H7 -3.17 1.59 1.50
H8 -2.46 -4.67 2.05
H9 -4.13 -5.13 -0.07
H10 -3.66 -3.03 -1.74
N7 1.73 0.94 -1.37
P1 0.60 0.95 -0.10
C10 0.09 2.69 -0.04
C11 -1.23 3.00 -0.32
C12 -1.66 4.31 -0.29
C13 -0.76 5.32 0.01
C14 0.58 5.02 0.24
C15 1.01 3.71 0.23
C16 1.71 0.80 1.32
C17 1.27 1.28 2.55
C18 2.04 1.12 3.68
C19 3.27 0.46 3.60
C20 3.70 -0.03 2.38
C21 2.93 0.12 1.24
C22 1.45 0.45 -2.63
C23 2.41 0.55 -3.65
C24 2.13 -0.02 -4.87
C25 0.92 -0.68 -5.05
C26 0.03 -0.73 -4.00
N8 0.29 -0.17 -2.82
H11 2.56 1.51 -1.29
H12 -1.91 2.18 -0.57
H13 -2.69 4.55 -0.49
H14 -1.09 6.34 0.06
H15 1.29 5.81 0.43
H16 2.04 3.47 0.44
H17 0.32 1.80 2.60
H18 1.70 1.50 4.63
H19 3.87 0.34 4.48
H20 4.65 -0.55 2.32
H21 3.27 -0.27 0.30
H22 3.34 1.06 -3.46
H23 2.85 0.04 -5.67
H24 0.66 -1.14 -6.00
H25 -0.92 -1.24 -4.09
F1 -2.48 1.14 -3.41
C27 -2.69 0.13 -2.54
F2 -3.24 -0.89 -3.25
F3 -3.68 0.57 -1.69